(1)
Formula: C29H32CsF3NOS3Sb
Source: OMol25
Level of theory: ωB97M-V/def2-TZVPD

```
71
Properties=species:S:1:pos:R:3:forces:R:3
Cs -0.065672 -1.125148 0.635266 0.4 0.4 0.5
S -4.648560 -1.962812 -1.806229 0.1 0.2 0.0
C -3.021580 -2.010982 -1.288244 -0.2 -0.1 0.1
S -1.813428 -1.049613 -2.086507 0.0 -0.1 -0.5
S -2.573611 -3.026552 0.039502 -0.2 -0.2 -0.1
C 3.131592 1.547359 1.597345 -0.2 0.1 -0.1
C 2.146644 1.463385 2.765270 0.2 -0.2 0.3
C 2.615859 2.479164 3.835303 -0.1 0.2 -0.2
C 2.018179 0.028323 3.258914 0.0 -0.1 -0.2
H 3.236299 2.572762 1.209962 0.1 -0.1 0.0
H 2.815053 0.898809 0.775537 0.0 0.0 0.0
H 4.122384 1.213027 1.924232 0.0 0.0 0.0
H 1.162384 1.812517 2.411038 0.0 0.0 0.0
H 3.635902 2.230788 4.149659 0.0 0.0 0.0
H 1.971743 2.427540 4.714348 0.0 0.0 0.0
H 2.611743 3.523492 3.462421 0.0 -0.1 0.1
H 1.306518 -0.041668 4.097828 0.0 0.1 0.0
H 2.997005 -0.350987 3.603760 0.0 0.1 0.0
F 7.773617 3.339802 -1.215937 0.0 0.0 0.0
C 6.422099 3.317056 -1.326111 0.0 0.0 0.0
C 5.692508 4.341080 -0.763109 0.0 0.1 0.0
C 4.307302 4.312673 -0.882034 0.0 0.0 -0.1
C 3.665953 3.271327 -1.544462 -0.1 -0.1 0.0
C 4.444314 2.251079 -2.091919 -0.1 0.1 0.0
C 5.828799 2.269412 -1.998342 0.0 0.0 0.0
Sb 1.510225 3.046535 -1.647237 0.3 0.0 0.0
C 1.507797 3.479462 -3.755915 -0.1 0.0 0.0
C 2.311555 4.472938 -4.313610 -0.1 0.0 -0.1
C 2.347541 4.675633 -5.686229 0.1 0.1 0.0
C 1.574015 3.862778 -6.492411 0.0 0.0 0.1
F 1.614721 4.053867 -7.832887 0.0 0.0 -0.1
C 0.770897 2.865964 -5.986000 0.0 0.0 0.0
C 0.743303 2.681331 -4.606940 0.0 0.0 0.1
C 1.111852 5.038148 -0.945216 -0.5 -0.2 0.2
C 1.147626 5.211429 0.442711 0.1 0.0 0.0
C 0.716973 6.391870 1.034273 0.1 0.0 0.0
C 0.225815 7.389483 0.217742 0.0 -0.1 0.0
F -0.194369 8.548843 0.778916 0.0 0.0 0.0
C 0.132201 7.245458 -1.149090 0.0 0.0 -0.1
C 0.570301 6.056382 -1.723634 0.1 0.0 -0.1
H 6.199772 5.137666 -0.234152 0.0 0.0 0.0
H 3.728267 5.121563 -0.452740 0.0 0.0 0.1
H 3.964592 1.421065 -2.601121 0.0 0.0 0.0
H 6.439103 1.483965 -2.424723 0.0 0.0 0.0
H 2.920823 5.098157 -3.669217 0.0 0.0 0.0
H 2.969568 5.440685 -6.134036 0.0 0.0 0.0
H 0.190309 2.246453 -6.657712 0.0 0.0 0.0
H 0.112591 1.898231 -4.195735 0.0 0.0 0.0
H 1.523508 4.412338 1.076855 -0.1 0.0 0.0
H 0.746993 6.533456 2.106781 0.0 0.0 0.0
H -0.280572 8.047629 -1.747305 0.0 0.0 0.0
H 0.496770 5.933398 -2.798586 0.0 0.0 0.0
O -1.409886 2.180712 0.839345 0.1 0.0 0.0
C -2.459031 2.520302 0.314643 0.0 0.1 0.1
C -2.840035 2.150517 -1.093333 0.1 0.2 0.0
C -2.709247 3.347581 -2.047914 -0.1 -0.1 0.1
C -3.893779 4.315774 -2.029761 0.1 0.0 0.1
C -4.174413 4.968258 -0.675398 0.0 -0.1 -0.1
C -4.510852 3.949474 0.419331 0.2 0.0 -0.1
N -3.342590 3.312141 0.996631 0.0 0.0 0.0
H -3.854460 1.741121 -1.123321 0.0 0.0 0.0
H -2.181074 1.342179 -1.404725 0.0 -0.1 0.0
H -2.610950 2.954613 -3.062659 0.1 0.0 0.0
H -1.782781 3.891796 -1.819502 0.0 0.0 0.0
H -4.790416 3.771190 -2.344876 0.0 0.0 0.0
H -3.716874 5.102062 -2.770444 -0.1 0.0 0.0
H -5.017408 5.658237 -0.786632 0.0 0.0 0.0
H -3.306577 5.554612 -0.355206 0.0 0.0 0.0
H -5.176049 3.187378 0.004226 -0.1 0.0 0.1
H -5.044719 4.438335 1.233931 0.0 0.0 0.0
H -3.026023 3.610588 1.904386 0.0 0.0 0.0
```
Positions in Å, forces in eV/Å.

ΔE to the lowest compared entry with this formula, charge and spin, eV: 2.1817
HOMO-LUMO gap, eV: 3.7
E_HOMO, Ha: -0.002
Molecular weight, u: 818.4
Calculated total energy, eV: -81872.9863
Charge: -2

These are the Löwdin partial charges, in e, on atoms 1 to 6: Cs 0.60; S 0.17; C -1.96; S 0.10; S 0.07; C -0.15



(2)
Formula: C51H63BiN5O2S3Sb
Source: OMol25
Level of theory: ωB97M-V/def2-TZVPD

```
126
Properties=species:S:1:pos:R:3:forces:R:3
Bi 1.612888 -0.672865 -0.460926 0.1 0.3 0.4
N 4.179847 -0.361454 0.058987 -0.1 0.0 -0.1
C 4.405643 0.392567 1.308811 0.0 0.1 0.0
C 3.846436 -0.375051 2.501633 0.0 0.0 0.0
C 2.345248 -0.258140 2.660687 0.1 -0.1 0.0
O 1.850336 0.146339 3.682729 0.0 0.0 0.2
O 1.578085 -0.657884 1.655571 -0.1 0.1 -0.3
H 4.679180 -1.246952 0.102534 0.0 0.0 0.0
H 4.563130 0.147913 -0.732052 0.0 0.0 0.0
H 3.899437 1.355998 1.206357 0.0 0.0 0.0
H 5.470846 0.585174 1.462029 -0.1 0.0 0.0
H 4.300067 -0.019364 3.425044 0.0 0.0 0.0
H 4.093035 -1.435086 2.398879 0.0 0.0 0.0
N -0.590164 -0.759327 -0.217742 0.0 0.0 0.0
S -1.871520 -0.058031 -0.298813 0.0 0.0 0.0
N -2.043065 1.391717 0.436737 -0.1 0.0 0.0
S -1.795826 2.780485 -0.203591 0.1 0.0 0.1
N -0.474585 3.074958 -0.950830 0.2 0.1 0.1
S 1.040159 2.908029 -0.312944 -0.2 0.0 0.0
N 1.678754 1.593831 -0.332343 0.1 -0.1 -0.2
C 0.996301 3.588334 1.327212 0.0 0.0 0.0
C 0.911391 2.653607 2.350428 0.0 0.1 -0.1
C 0.931221 3.096753 3.664137 0.0 0.0 0.0
C 1.023701 4.453351 3.934785 0.0 0.0 0.0
C 1.104190 5.377132 2.899454 0.0 0.0 0.0
C 1.099579 4.950946 1.580738 -0.1 0.0 0.0
C 1.876593 4.125418 -1.299374 0.0 0.0 0.0
C 3.256282 3.988834 -1.367763 0.0 0.0 0.0
C 3.991423 4.922089 -2.081249 0.0 0.0 0.0
C 3.347160 5.973820 -2.715719 0.0 0.0 0.0
C 1.966530 6.099611 -2.642107 0.0 0.0 0.0
C 1.218940 5.173685 -1.930275 0.0 0.0 0.0
C -2.128947 3.910584 1.121754 0.0 0.0 0.0
C -2.199635 5.255118 0.769403 -0.1 0.0 0.0
C -2.507868 6.181290 1.747610 0.0 0.0 0.0
C -2.732789 5.761994 3.054005 0.0 0.0 0.0
C -2.645401 4.420734 3.389172 0.0 0.0 0.0
C -2.340748 3.475305 2.418208 0.0 0.0 0.0
C -3.036043 3.235877 -1.384874 0.0 0.0 0.0
C -4.345817 3.255728 -0.914887 0.0 0.0 -0.1
C -5.349667 3.664641 -1.773182 0.0 0.0 0.0
C -5.038523 4.039746 -3.075441 0.0 0.0 0.0
C -3.728568 4.005821 -3.526491 0.1 0.0 0.0
C -2.705054 3.603690 -2.677555 -0.1 0.0 0.0
C -3.185234 -0.953560 0.484635 0.0 0.0 0.0
C -3.876673 -0.460375 1.579511 0.0 0.0 0.0
C -4.829063 -1.267587 2.186230 0.0 0.0 0.0
C -5.086320 -2.536569 1.691531 0.0 0.0 0.0
C -4.389527 -3.016244 0.589977 0.0 0.0 0.0
C -3.427037 -2.228456 -0.016289 0.0 0.0 0.1
C -2.425483 0.131246 -1.986352 0.1 0.1 0.0
C -1.431395 0.245585 -2.949123 0.0 0.0 0.0
C -1.789965 0.361016 -4.281885 0.0 0.0 0.0
C -3.131107 0.351965 -4.640072 0.0 0.0 0.0
C -4.116037 0.243299 -3.668851 0.0 0.0 0.0
C -3.768731 0.133120 -2.330836 -0.1 0.1 0.0
H 0.857170 1.596036 2.130087 -0.1 0.1 0.0
H 0.899531 2.371062 4.464459 0.0 0.0 0.0
H 1.051380 4.796065 4.959649 0.0 0.0 0.0
H 1.192110 6.432052 3.119150 0.0 0.0 0.0
H 1.187115 5.666731 0.776255 0.0 0.0 -0.1
H 3.738342 3.159897 -0.868950 0.0 0.0 0.0
H 5.066423 4.828780 -2.142683 0.0 0.0 0.0
H 3.923450 6.698991 -3.272741 0.0 0.0 0.0
H 1.469991 6.918921 -3.142660 0.0 0.0 0.0
H 0.145271 5.259935 -1.872346 -0.1 0.0 0.0
H -2.043269 5.568074 -0.254496 0.0 0.0 0.0
H -2.580398 7.228782 1.492448 0.0 0.0 0.0
H -2.976852 6.489730 3.814941 0.0 0.0 0.0
H -2.812268 4.103406 4.408537 0.0 0.0 0.0
H -2.253373 2.429676 2.663839 0.0 -0.1 0.0
H -4.572100 2.974296 0.105023 0.0 0.0 0.1
H -6.372693 3.700024 -1.426225 0.0 0.0 0.0
H -5.825988 4.365011 -3.740739 0.0 0.0 0.0
H -3.496195 4.299784 -4.540246 0.0 0.0 0.0
H -1.677228 3.578021 -3.005026 0.1 0.0 0.0
H -3.673616 0.529172 1.954877 0.0 0.1 0.0
H -5.371489 -0.900867 3.045524 0.0 0.0 0.0
H -5.834288 -3.156207 2.165306 0.0 0.0 0.0
H -4.592908 -4.005665 0.206005 0.0 0.0 0.0
H -2.873287 -2.598337 -0.866397 0.0 0.0 -0.1
H -0.388749 0.245329 -2.659790 0.0 0.0 0.0
H -1.024833 0.447626 -5.040679 0.0 0.0 0.0
H -3.409759 0.424383 -5.681656 0.0 0.0 0.0
H -5.158932 0.233251 -3.952001 0.0 0.0 0.0
H -4.535014 0.041852 -1.573168 0.0 0.0 0.0
C 4.421063 -4.408191 1.421102 0.0 0.0 0.0
C 3.690624 -4.871613 0.161000 0.0 0.1 0.1
C 3.614033 -6.394232 0.174398 0.0 0.0 0.0
C 4.487514 -4.424134 -1.063863 0.0 0.0 0.0
Sb 1.765068 -3.791653 0.115014 -0.1 -0.4 -0.1
C 0.837552 -4.401292 -1.798548 0.1 -0.1 0.1
C -0.649768 -4.063798 -1.808739 0.0 0.0 0.1
C 1.019449 -5.877505 -2.138691 0.0 0.0 0.0
C 1.506330 -3.538184 -2.873229 0.0 0.0 0.0
C 0.552972 -4.475770 1.821678 0.1 0.0 0.0
C 1.033978 -3.684226 3.040090 0.0 0.0 0.0
C -0.904887 -4.107317 1.566128 0.0 0.0 0.0
C 0.678803 -5.968723 2.091339 0.0 0.0 0.0
H 5.383423 -4.922704 1.489610 0.0 0.0 0.0
H 3.870284 -4.632001 2.333568 0.0 0.0 0.0
H 4.628623 -3.336893 1.400867 0.0 0.1 0.0
H 4.637448 -6.779350 0.144977 0.0 0.0 0.0
H 3.090562 -6.806464 -0.683161 0.0 0.0 0.0
H 3.154521 -6.784237 1.076668 -0.1 0.0 0.1
H 5.526121 -4.748413 -0.954016 0.0 0.0 0.0
H 4.496730 -3.336644 -1.190185 0.0 0.0 0.0
H 4.108553 -4.868011 -1.983580 0.0 0.0 0.0
H -1.234938 -4.778443 -1.234670 0.0 0.0 0.1
H -1.007810 -4.107932 -2.842021 0.0 0.0 0.0
H -0.847884 -3.059810 -1.426489 0.0 0.0 0.0
H 0.685977 -6.536258 -1.337133 0.0 0.0 0.0
H 2.054081 -6.119845 -2.377741 0.0 0.0 0.0
H 0.424264 -6.113060 -3.025764 0.0 0.0 0.0
H 1.158123 -2.500324 -2.830195 0.0 0.0 0.0
H 1.227653 -3.914424 -3.861857 0.0 0.0 0.0
H 2.594692 -3.537367 -2.823531 0.0 0.0 0.0
H 0.838127 -2.618820 2.934282 0.0 0.0 0.0
H 2.096130 -3.821542 3.243840 0.0 0.0 0.0
H 0.491233 -4.040004 3.920630 0.0 0.0 0.0
H -1.018767 -3.080390 1.212547 0.0 0.0 0.0
H -1.450470 -4.190657 2.510926 0.0 0.0 0.0
H -1.380423 -4.782546 0.858641 0.0 0.0 -0.1
H 1.670008 -6.233957 2.452703 0.1 0.0 0.0
H 0.446732 -6.580691 1.219318 0.0 0.0 0.0
H -0.028899 -6.238781 2.880627 0.0 0.0 0.0
```
Positions in Å, forces in eV/Å.

ΔE to the lowest compared entry with this formula, charge and spin, eV: 0.2511
HOMO-LUMO gap, eV: 7.7
E_HOMO, Ha: -0.449
Molecular weight, u: 1205.0
Calculated total energy, eV: -110319.5545
Charge: +2

These are the Löwdin partial charges, in e, on atoms 1 to 6: Bi 1.55; N -0.08; C -0.23; C -0.08; C -0.62; O 0.09



(3)
Formula: C40H36Br2GeN2OTc
Source: OMol25
Level of theory: ωB97M-V/def2-TZVPD

```
83
Properties=species:S:1:pos:R:3:forces:R:3
Tc 0.175320 -0.309905 -0.155000 0.0 0.1 0.1
Br -2.115892 2.622188 -3.493466 0.0 0.0 0.0
C -2.562370 0.866697 -3.005739 0.0 0.0 0.0
C -3.721426 0.269648 -3.539321 0.0 0.0 0.0
C -4.078421 -1.003387 -3.198545 0.0 0.0 0.0
Br -5.634712 -1.760636 -3.945593 0.0 0.0 0.0
C -3.283972 -1.754092 -2.293297 0.0 0.0 0.0
C -3.537228 -3.081088 -1.892203 0.0 0.0 0.0
C -2.690661 -3.707434 -1.016566 0.0 0.0 0.0
C -1.593133 -3.004594 -0.508299 0.0 0.0 0.1
N -1.326132 -1.761938 -0.859006 0.0 -0.1 0.1
C -2.139526 -1.130290 -1.760838 0.0 0.0 0.0
C -1.753980 0.186189 -2.127217 -0.1 0.0 -0.1
O -0.624908 0.692805 -1.642604 0.0 0.0 0.0
H -4.327486 0.838017 -4.230791 0.0 0.0 0.0
H -4.402358 -3.596176 -2.286826 0.0 0.0 0.0
H -2.860545 -4.726486 -0.702469 0.0 0.0 0.0
H -0.928065 -3.463119 0.213266 0.0 0.0 0.0
C 3.890499 1.950650 -2.070368 0.0 0.0 0.0
C 3.242459 2.612685 -0.850223 0.0 0.0 0.0
C 1.793936 2.993380 -1.152574 0.0 0.0 -0.1
C 3.458828 1.755576 0.381743 0.0 0.0 0.1
C 4.381839 2.166425 1.336064 0.0 0.0 0.0
C 4.730947 1.368489 2.413908 0.0 0.0 0.0
C 4.192798 0.098194 2.528656 0.0 0.0 0.0
C 3.264428 -0.373688 1.609506 0.1 -0.1 0.0
C 2.814541 -1.824544 1.682156 0.0 0.0 0.0
C 1.331374 -2.024467 1.972482 0.1 0.2 0.0
C 3.262679 -2.629151 0.460857 0.0 0.0 0.0
C 2.868388 0.493003 0.571746 -0.1 0.2 0.2
N 1.860252 0.055223 -0.266870 0.6 -0.2 -0.4
H 3.805137 2.601476 -2.941379 0.0 0.0 0.0
H 3.390700 1.008941 -2.307172 0.0 0.0 0.0
H 4.947221 1.744141 -1.898316 0.0 0.0 0.0
H 3.785960 3.539681 -0.649823 0.0 0.0 0.0
H 1.260571 2.193672 -1.664118 0.0 0.0 0.0
H 1.780589 3.859461 -1.816000 0.0 0.0 0.0
H 1.246276 3.255228 -0.250203 -0.1 0.1 0.1
H 4.847886 3.136571 1.214622 0.0 0.0 0.0
H 5.449868 1.720988 3.140727 0.0 0.0 0.0
H 4.509991 -0.553332 3.334023 0.0 0.0 0.0
H 3.324358 -2.251782 2.550791 0.0 0.1 0.0
H 0.677013 -1.779459 1.088420 -0.1 -0.2 -0.2
H 0.969208 -1.411884 2.788492 0.0 0.0 0.2
H 1.085474 -3.068834 2.169519 0.0 0.0 -0.1
H 2.796313 -2.261007 -0.454353 0.0 0.0 0.0
H 3.005330 -3.682964 0.579163 0.0 0.0 0.0
H 4.341402 -2.556207 0.331489 0.0 0.0 0.0
C -0.347637 0.544177 1.173919 -0.2 0.1 0.2
Ge -1.150624 1.795086 2.532735 0.0 0.1 -0.1
C -3.006411 1.559866 2.034036 0.0 0.0 0.0
C -3.387395 1.894560 0.732760 0.0 0.0 0.0
C -4.691150 1.695259 0.307913 0.0 0.0 -0.1
C -5.627271 1.148106 1.174819 0.0 0.0 0.0
C -5.255345 0.794875 2.462820 0.0 0.0 0.0
C -3.949930 0.995922 2.889380 0.0 0.0 0.0
C -0.375320 3.510159 2.067378 0.0 0.0 0.0
C 0.931057 3.776151 2.477788 0.1 -0.1 0.0
C 1.532227 4.986816 2.171870 0.0 0.0 0.0
C 0.828479 5.947587 1.458797 0.0 0.0 0.0
C -0.475743 5.698021 1.059019 0.0 0.0 0.0
C -1.076433 4.484817 1.363210 -0.1 0.0 0.0
C -0.625962 1.260677 4.312452 0.0 0.0 0.0
C -1.464854 1.515174 5.396111 -0.1 0.0 0.0
C -1.050932 1.230888 6.689304 0.0 0.0 0.0
C 0.210661 0.702995 6.915510 0.0 0.0 0.0
C 1.065297 0.470185 5.848112 0.0 0.0 0.0
C 0.648173 0.751549 4.555892 0.0 0.0 0.0
H -2.662759 2.309283 0.038040 0.0 0.0 0.0
H -4.978063 1.972551 -0.698375 0.0 0.0 0.0
H -6.646995 0.997561 0.845551 0.0 0.0 0.0
H -5.981742 0.362177 3.138083 0.0 0.0 0.0
H -3.672251 0.697820 3.893105 0.0 0.0 0.0
H 1.491204 3.036842 3.040311 0.0 0.0 0.0
H 2.546032 5.183081 2.495423 0.0 0.0 0.0
H 1.294436 6.895016 1.222333 0.0 0.0 0.0
H -1.028839 6.449734 0.511829 0.0 0.0 0.0
H -2.101027 4.311894 1.055789 0.0 0.0 0.0
H -2.445974 1.949260 5.242079 0.0 0.0 0.0
H -1.713073 1.428110 7.521779 0.0 0.0 0.0
H 0.533571 0.486517 7.925074 0.0 0.0 0.0
H 2.060043 0.081948 6.024100 0.0 0.0 0.0
H 1.338550 0.603425 3.735260 0.1 -0.1 -0.1
```
Positions in Å, forces in eV/Å.

HOMO-LUMO gap, eV: 6.4
E_HOMO, Ha: -0.396
Molecular weight, u: 891.2
Calculated total energy, eV: -245884.4675
Charge: +1

These are the Löwdin partial charges, in e, on atoms 1 to 6: Tc 1.46; Br 0.84; C -0.61; C -0.15; C -0.62; Br 0.83



(4)
Formula: C4H7NO
Source: OMol25
Level of theory: ωB97M-V/def2-TZVPD

```
13
Properties=species:S:1:pos:R:3:forces:R:3
C 1.384086 -0.720172 1.137668 0.2 0.0 0.0
C 0.948582 -0.124787 -0.191303 0.1 0.0 0.5
O -0.376144 -0.568770 -0.496952 -0.1 -0.2 1.5
C -1.768447 0.735067 -1.289588 -1.7 1.4 -0.8
C -1.504768 0.322215 0.042423 1.8 -1.0 -2.7
N -1.903827 0.563924 1.153379 -0.2 0.0 1.1
H 1.315795 -1.811238 1.097367 0.0 0.1 0.0
H 2.418229 -0.442360 1.370911 -0.2 0.0 0.0
H 0.723698 -0.360829 1.931524 0.1 0.0 0.0
H 1.596178 -0.454425 -1.011107 -0.2 0.0 0.1
H 0.971984 0.975203 -0.147346 0.0 -0.2 -0.1
H -2.564165 0.295247 -1.888912 0.2 0.1 0.3
H -1.241200 1.590924 -1.708063 -0.1 -0.2 0.2
```
Positions in Å, forces in eV/Å.

ΔE to the lowest compared entry with this formula, charge and spin, eV: 5.6168
HOMO-LUMO gap (alpha / beta), eV: 6.9 / 9.7
E_HOMO (alpha / beta), Ha: -0.307 / -0.365
Molecular weight, u: 85.1
Calculated total energy, eV: -7794.0276
Charge: 0

These are the Löwdin partial charges, in e, on atoms 1 to 6: C -0.08; C -0.28; O -0.13; C 0.15; C -0.54; N 0.26